Computed, not measured: a cluster of 3 separate species, C20H42F9NO7PS2 in total at a distorted geometry, with ωB97M-V/def2-TZVPD.

Properties
Net charge: +1
Molecular weight, u: 674.65
Orbital gap, eV: 6.73
Largest force on an atom, eV/A: 5.1

Cartesian coordinates (Å):
F  -0.44993  2.98878  -0.94204
C  -0.68870  1.88988  -0.05680
F  -1.45206  2.47246  0.97940
C  0.77014  1.45344  0.42941
C  1.82776  1.45231  -0.75856
C  2.81594  0.20861  -0.81838
P  2.58582  -0.90804  -2.35010
S  2.41054  0.07306  -4.01619
C  4.32404  0.79948  -0.95472
N  5.30471  -0.21945  -0.39699
C  5.12977  -0.35124  1.09737
C  3.56350  -0.11767  1.44499
O  2.82853  -0.66544  0.32909
C  -1.47223  0.82368  -0.91976
F  -0.89291  0.59919  -2.18858
F  -2.72882  1.39593  -1.21532
S  -1.78594  -0.85091  -0.16031
F  -3.41540  -0.50506  -0.00750
F  -1.56949  -0.34289  1.39240
F  -0.21724  -1.35411  -0.35102
F  -2.09426  -1.45976  -1.69321
F  -2.12592  -2.35804  0.43709
H  1.09222  2.28741  1.14788
H  0.73373  0.51439  1.05727
H  1.36367  1.55485  -1.80343
H  2.47605  2.39170  -0.64908
H  1.53690  -1.85177  -2.08675
H  3.80002  -1.69630  -2.45339
H  4.48750  1.73915  -0.34383
H  4.58025  1.07459  -2.03519
H  6.25978  0.14739  -0.57841
H  5.20872  -1.12172  -0.89822
H  5.34921  -1.42700  1.37133
H  5.69770  0.41741  1.70034
H  3.25900  -0.68794  2.38628
H  3.29296  0.97498  1.57488
C  -3.84996  -0.00184  -4.90640
O  -4.23136  1.35921  -4.86116
C  -3.20517  2.20299  -4.35358
C  -3.26049  3.57390  -5.01589
O  -2.78211  3.58821  -6.36059
C  -3.61298  2.96866  -7.34388
C  -4.89376  3.73796  -7.64673
O  -5.84369  3.56424  -6.60152
C  -6.66344  4.70349  -6.41650
H  -3.76137  -0.40696  -3.89314
H  -4.62218  -0.55293  -5.44514
H  -2.90499  -0.12427  -5.44747
H  -2.21407  1.76041  -4.52049
H  -3.36878  2.30866  -3.27549
H  -2.58694  4.23684  -4.46375
H  -4.25429  4.01700  -4.94733
H  -3.82059  1.92869  -7.08454
H  -3.01411  2.95008  -8.25751
H  -5.34298  3.35011  -8.56795
H  -4.65130  4.79732  -7.78423
H  -6.05264  5.59771  -6.25274
H  -7.26917  4.53993  -5.52338
H  -7.32338  4.84373  -7.27616
C  -0.96307  -1.97207  7.38505
O  -0.11198  -2.90843  6.74999
C  0.03832  -2.66264  5.35896
C  1.43123  -3.06529  4.89098
O  2.46175  -2.15880  5.29441
C  2.80878  -2.16590  6.68198
C  3.54383  -3.42378  7.13059
O  2.64063  -4.51484  7.25574
C  3.24349  -5.75916  6.94981
H  -1.99763  -2.11526  7.05926
H  -0.90204  -2.13425  8.46195
H  -0.63875  -0.94652  7.17695
H  -0.12929  -1.60255  5.12681
H  -0.71393  -3.26376  4.83345
H  1.43563  -3.03895  3.79617
H  1.67482  -4.08915  5.17506
H  1.93592  -1.96620  7.30599
H  3.48805  -1.32021  6.81413
H  3.99221  -3.25226  8.11546
H  4.33725  -3.65198  6.41000
H  3.69946  -5.73428  5.95405
H  2.46044  -6.51917  6.94382
H  3.98907  -6.01903  7.70505

=====

Computed, not measured: a cluster of 2 separate species, C3H4BrNS in total at a distorted geometry, with ωB97M-V/def2-TZVPD.

Properties
Molecular weight, u: 166.04
Orbital gap, eV: 7.83
Largest force on an atom, eV/A: 3.9

Cartesian coordinates (Å):
C  -1.54460  0.17656  0.53030
C  1.15476  -1.63862  0.09180
C  -0.00984  1.63024  -0.75547
N  -0.92281  0.95616  -0.12799
S  1.29935  -1.56021  1.71790
Br  -3.07563  0.66968  1.46192
H  2.09502  -1.78053  -0.43536
H  0.16614  -2.04170  -0.35473
H  -0.01213  1.64140  -1.86271
H  0.84972  1.94702  -0.26567

=====

Computed, not measured: the ion C17H19FNO with charge +1, with ωB97M-V/def2-TZVPD.

Properties
Net charge: +1
Molecular weight, u: 272.34
Orbital gap, eV: 9.21
Largest force on an atom, eV/A: 0.7
SMILES string: C=CCOc1ccccc1C[NH2+]Cc1ccc(F)cc1

Cartesian coordinates (Å):
C  -4.02112  -1.34200  -0.35951
C  -3.08603  -1.80718  -1.16617
C  -1.88856  -1.04277  -1.64709
O  -1.66066  0.07522  -0.79805
C  -0.53858  0.84777  -0.98634
C  0.38931  0.65629  -1.99833
C  1.49603  1.48444  -2.08785
C  1.68665  2.50516  -1.17546
C  0.76395  2.69616  -0.16221
C  -0.34676  1.87522  -0.05029
C  -1.36787  2.10767  1.03144
N  -1.73720  0.84168  1.72766
C  -0.67445  0.26508  2.60348
C  0.38400  -0.40981  1.77523
C  1.64257  0.15604  1.61628
C  2.58281  -0.44290  0.80009
C  2.24810  -1.61805  0.14889
F  3.13954  -2.18924  -0.66593
C  1.01088  -2.21925  0.31597
C  0.08095  -1.60779  1.13479
H  -4.86018  -1.94695  -0.06747
H  -4.01216  -0.32926  0.00977
H  -3.14324  -2.81242  -1.55614
H  -1.00709  -1.69616  -1.64434
H  -2.06577  -0.70194  -2.67596
H  0.25683  -0.12464  -2.72833
H  2.20753  1.32650  -2.88240
H  2.54489  3.15214  -1.25279
H  0.90286  3.49721  0.54769
H  -0.99074  2.82615  1.76130
H  -2.28103  2.51321  0.58447
H  -1.93083  0.17530  0.94018
H  -2.58892  0.99100  2.27412
H  -0.24408  1.06567  3.20762
H  -1.14718  -0.46196  3.26810
H  1.89384  1.07012  2.13095
H  3.56219  -0.01537  0.66301
H  0.79834  -3.15265  -0.18060
H  -0.88335  -2.07437  1.28006

=====

Computed, not measured: a structure of composition C32H50N7O2PdSbSi3 at a distorted geometry, with ωB97M-V/def2-TZVPD.

Properties
Net charge: -2
Molecular weight, u: 877.24
Orbital gap, eV: 4.73
Largest force on an atom, eV/A: 2.7

Cartesian coordinates (Å):
Pd  -1.11823  0.53708  0.04234
C  -5.39541  -0.74252  1.61274
C  -3.88719  -0.47117  1.46361
O  -3.53461  0.07671  0.39874
C  -3.08694  -0.89792  2.53761
C  -1.66902  -0.99015  2.66761
C  -1.16515  -1.75347  3.87816
N  -0.77487  -0.54520  1.82227
N  0.53811  -0.86255  2.12522
C  1.42697  -0.58125  1.19794
O  1.24829  -0.04012  0.06360
C  2.82246  -1.01982  1.54424
C  3.81415  -0.92437  0.56760
C  5.10207  -1.37990  0.81281
C  5.42890  -1.91876  2.05063
C  4.45370  -1.99545  3.03923
C  3.16310  -1.55467  2.78672
H  -5.81408  -0.87524  0.61517
H  -5.89606  0.10970  2.08063
H  -5.59181  -1.63550  2.21113
H  -3.63478  -1.32009  3.37233
H  -1.99213  -2.20297  4.42846
H  -0.62126  -1.08132  4.54643
H  -0.46901  -2.52654  3.55383
H  3.54923  -0.47816  -0.38282
H  5.85715  -1.31360  0.03705
H  6.43470  -2.27696  2.24265
H  4.70937  -2.40229  4.01211
H  2.39691  -1.61691  3.54859
C  -2.58635  5.62200  -2.33894
Si  -2.91219  3.75014  -2.62625
C  -4.63972  3.50115  -1.86096
C  -3.12243  3.74268  -4.52978
Sb  -1.37082  1.79092  -2.08083
Si  -1.12610  2.42482  1.36995
C  0.13111  2.37594  2.82675
C  -2.83385  2.68749  2.22309
C  -0.78501  4.21141  0.73026
Si  0.88924  2.94548  -2.45465
C  1.77338  1.99150  -3.86352
C  2.13207  3.00398  -1.02023
C  0.78884  4.72185  -3.15190
H  -3.45853  6.18490  -2.69074
H  -1.71668  5.96429  -2.90116
H  -2.42899  5.87538  -1.28924
H  -5.42390  3.96764  -2.46526
H  -4.66634  3.94273  -0.86160
H  -4.86805  2.43838  -1.75173
H  -4.08905  4.15439  -4.83964
H  -3.02336  2.73306  -4.93166
H  -2.33950  4.35864  -4.98277
H  -0.02085  1.49565  3.45542
H  0.02983  3.27684  3.44222
H  1.15480  2.33341  2.44331
H  -2.89577  2.08391  3.13291
H  -3.65293  2.39088  1.56693
H  -2.96505  3.74174  2.49245
H  0.22323  4.31694  0.32459
H  -0.90168  4.92301  1.55715
H  -1.49059  4.47963  -0.05508
H  2.01120  0.96975  -3.55622
H  2.70710  2.47846  -4.16688
H  1.11537  1.93039  -4.73402
H  1.94597  2.14487  -0.37145
H  2.02145  3.91029  -0.42097
H  3.16843  2.95243  -1.37051
H  0.05362  4.77416  -3.95918
H  1.75352  5.04844  -3.55520
H  0.48913  5.42916  -2.37518
C  0.79389  -1.36427  -2.41051
C  -0.15405  -2.11126  -1.54210
N  -1.15245  -1.60316  -0.86662
C  -1.79562  -2.65406  -0.25582
C  -1.16061  -3.81779  -0.55508
N  -0.09748  -3.46262  -1.36579
C  0.85931  -4.36320  -1.94201
N  1.33858  -5.30149  -0.97304
N  1.07960  -6.62852  -1.08215
N  1.69569  -7.25049  -0.14684
C  2.38119  -6.34333  0.61371
C  3.21049  -6.49836  1.72819
C  3.76674  -5.35237  2.26092
C  3.51585  -4.07855  1.72760
C  2.70296  -3.90575  0.62359
C  2.15705  -5.06498  0.08455
H  0.60189  -0.30582  -2.27653
H  0.65841  -1.63660  -3.46123
H  1.83164  -1.55452  -2.12232
H  -2.65309  -2.51131  0.37745
H  -1.32919  -4.84081  -0.26291
H  1.69434  -3.76858  -2.31181
H  0.43101  -4.93251  -2.76959
H  3.39680  -7.47548  2.15304
H  4.41485  -5.43678  3.12464
H  3.95254  -3.20252  2.19039
H  2.49457  -2.92015  0.22412

=====

Computed, not measured: a cluster of 2 separate species, C2H6F2P in total at a distorted geometry, with ωB97M-V/def2-TZVPD.

Properties
Net charge: +1
Molecular weight, u: 99.04
Orbital gap, eV: 9.56
Largest force on an atom, eV/A: 1.4

Cartesian coordinates (Å):
C  0.65338  -1.06241  -2.07176
C  -0.27684  1.30367  1.69676
F  -1.75220  -0.70932  1.25434
F  0.33494  -0.71284  -0.72750
P  -0.27320  -0.47798  1.71334
H  1.56338  -0.52564  -2.32310
H  0.79044  -2.13850  -2.09528
H  -0.19204  -0.74407  -2.67744
H  -1.01759  1.71572  1.00758
H  0.71190  1.72126  1.51054
H  -0.54217  1.63012  2.71251